one.
120
Properties=species:S:1:pos:R:3 method="wB97M-V/def2-TZVPD" homo_ev=-9.3 lumo_energy_ha=-0.0238
O 3.92 -2.91 3.68
O 1.48 0.57 2.70
O 4.83 0.09 2.60
O 4.91 -2.04 -1.93
O 1.70 1.18 -4.88
O 0.64 -1.80 3.42
O -0.72 3.01 -3.88
O -2.05 -4.36 -0.12
O -6.47 -0.01 0.55
O 2.79 -1.31 -3.60
O -4.79 2.36 2.24
O -4.51 -3.60 0.42
O 0.29 -2.07 -4.88
O -0.64 -4.04 3.71
O 0.53 -1.70 0.04
O -5.92 2.54 -0.69
O -1.47 -2.83 -2.69
O 2.41 3.76 2.22
O 0.85 -0.10 -1.91
O -4.58 -1.82 -2.56
O -0.51 0.28 4.94
O 1.47 3.82 -2.62
O 1.08 2.55 4.53
O 2.72 0.82 0.82
O -2.20 -2.48 1.32
O 2.75 -4.06 -0.57
O 1.91 5.65 -0.72
O -2.26 5.41 1.18
O 6.82 0.42 0.34
O 3.94 -1.54 0.55
O -3.16 0.36 -2.64
O -2.64 0.32 -6.34
O -1.75 3.96 3.88
O -0.58 1.74 1.51
O -3.77 -0.19 3.42
O -0.28 2.16 -1.49
O 0.41 -5.21 -2.11
O 1.80 -4.35 -3.86
O -3.49 1.40 5.55
O 5.33 3.13 0.63
H 1.34 6.17 -0.17
H -3.09 -4.62 0.18
H 1.45 1.37 -5.80
H 1.63 -1.68 3.83
H 0.75 -2.81 -5.31
H -5.30 -3.56 0.99
H -0.44 2.09 -3.97
H 4.73 -1.50 -0.09
H 6.10 0.67 0.70
H -1.97 -3.86 -1.05
H 4.18 -3.31 4.45
H -4.29 1.22 5.06
H 2.95 -2.21 -3.21
H -0.55 1.60 0.55
H 0.65 0.54 2.14
H 0.88 -1.30 -4.81
H -0.44 2.70 1.83
H -0.87 0.81 4.18
H -0.89 1.52 -2.04
H -2.22 6.32 0.79
H -6.52 0.20 -0.37
H 4.89 2.31 0.71
H -4.05 -1.34 -3.24
H -0.23 -4.68 4.17
H 1.90 2.14 4.61
H -2.96 0.14 -3.50
H 0.60 1.96 4.97
H -2.90 -0.08 2.91
H 0.92 -1.04 -1.52
H 0.10 3.60 -4.16
H -0.47 -5.44 -2.13
H -2.65 1.12 -5.84
H 4.65 -2.65 2.88
H 0.47 -4.25 -1.86
H -1.53 4.75 3.21
H 1.96 -4.84 -4.62
H -1.13 0.31 5.72
H -2.66 -3.30 1.29
H -4.72 1.68 2.73
H -3.08 2.21 5.11
H -0.25 2.97 -1.99
H 4.23 -1.91 -2.67
H 2.80 2.90 1.85
H -5.42 -1.17 -2.50
H -1.84 -2.07 -3.12
H -2.05 -2.41 0.37
H 7.00 1.06 -0.30
H -0.35 -2.14 0.48
H 2.13 -4.73 -0.28
H 2.03 1.98 -4.45
H -0.74 -2.77 -3.17
H -2.85 4.94 0.74
H 3.08 0.20 1.25
H 2.90 -1.45 -4.51
H 4.85 0.31 3.45
H 1.70 -4.97 -3.23
H -4.59 -3.12 -0.42
H 1.53 4.82 -0.63
H 1.36 3.04 -2.12
H 4.88 -3.10 -1.81
H 1.79 0.07 -2.32
H 4.37 0.61 2.10
H -1.69 -0.03 -6.66
H -5.07 2.35 -0.77
H 3.34 -1.33 -0.22
H 4.68 3.66 0.16
H 0.51 -0.96 3.93
H 1.88 0.42 0.53
H 1.55 4.70 -2.01
H 1.73 3.44 2.75
H -3.73 -1.10 3.21
H -0.03 -3.36 3.40
H -6.01 3.13 -1.34
H 1.01 -1.79 0.92
H 1.43 1.40 3.23
H -2.10 0.27 -2.35
H -6.74 0.82 0.84
H -5.41 2.95 2.56
H 2.39 -3.36 -0.09
H -2.29 3.67 3.16



two.
120
Properties=species:S:1:pos:R:3 method="wB97M-V/def2-TZVPD" homo_ev=-10.2 lumo_energy_ha=-0.0159
O -4.68 2.17 1.55
O 0.69 -0.06 -2.77
O 3.89 -1.61 1.95
O 4.17 3.67 0.02
O -1.46 -3.27 1.17
O -1.71 2.11 -5.31
O 5.70 0.74 -0.20
O -1.71 0.71 2.76
O 1.65 -5.51 -0.28
O -4.94 -1.10 -2.68
O 0.99 3.51 -1.93
O 1.48 -2.68 1.41
O -3.89 1.64 4.37
O -3.91 3.98 -1.51
O -1.39 -4.19 -1.35
O 4.51 -4.50 -0.12
O 1.18 3.39 0.60
O 5.37 -0.13 -3.30
O 1.41 2.50 3.59
O -1.39 6.58 -1.11
O -1.05 3.99 -0.80
O 1.18 5.91 0.82
O -4.00 1.39 -3.70
O 2.23 -0.17 5.88
O 2.81 0.49 -0.39
O 2.26 -2.72 -1.74
O 0.77 -4.09 -3.58
O -0.72 0.48 6.04
O -0.85 -1.59 3.14
O 1.64 0.36 -5.16
O 4.43 3.12 -2.36
O -0.58 -1.65 -4.29
O -0.06 1.00 1.02
O -1.53 -0.85 -0.46
O -1.47 1.54 -2.25
O -2.76 -1.22 5.49
O 1.55 -5.48 2.41
O -2.81 -2.47 -4.78
O -5.32 -1.18 2.03
O -0.92 -4.73 4.24
H -2.03 -1.64 -0.39
H 4.69 4.10 -2.31
H -0.57 -1.01 -3.55
H 0.90 0.58 -3.41
H 3.20 3.75 0.16
H -4.57 -0.86 2.46
H 0.26 5.94 0.60
H -1.51 -2.23 2.85
H -0.56 0.00 6.80
H -0.57 1.84 -2.10
H -1.44 -5.15 -1.66
H -2.37 -1.74 -4.35
H 5.01 0.06 -0.04
H 4.81 2.83 -3.17
H -2.18 -3.22 -4.50
H 2.62 1.39 -0.02
H -0.34 -1.55 2.17
H 1.79 3.09 -2.18
H 0.66 1.85 3.44
H -0.82 2.22 -4.96
H 1.46 4.18 -1.25
H 4.79 -0.28 -2.57
H -0.76 -3.86 0.87
H 1.82 -2.95 0.47
H -1.10 -3.64 -2.08
H 4.66 -4.22 0.79
H -3.90 1.41 -2.73
H 0.96 -3.74 -4.45
H -0.62 1.69 0.68
H 2.12 -4.84 0.24
H -4.95 1.41 -3.84
H 1.45 2.58 4.57
H -3.43 -1.84 5.75
H -1.20 -0.39 0.35
H 2.34 -5.51 -1.04
H 0.29 3.65 0.14
H -0.19 1.04 1.99
H 0.94 0.23 -5.90
H -1.14 0.54 3.54
H -0.02 -4.86 4.49
H -2.32 6.19 -1.04
H 2.47 -5.60 2.06
H 3.31 -0.85 1.71
H -3.89 2.19 2.03
H -3.31 3.24 -1.63
H 4.63 -3.66 -0.58
H -0.35 -1.21 -5.13
H -1.05 -3.89 4.75
H -2.06 -1.61 5.04
H 1.90 0.14 -0.29
H 6.24 0.19 -3.15
H -5.37 -0.81 1.16
H 1.10 6.21 1.75
H -4.22 0.80 4.71
H 1.23 4.06 1.25
H -4.77 -1.81 -3.28
H -5.58 2.04 1.87
H 2.07 -0.48 -4.83
H 0.11 -3.59 -3.10
H 2.52 0.66 6.15
H 1.33 -3.55 1.82
H -2.26 -3.70 0.80
H 0.79 0.49 -1.91
H -0.97 3.56 -1.65
H 1.27 -6.30 1.92
H 3.45 -1.97 2.69
H -1.56 0.59 5.64
H -2.24 2.00 -4.48
H 5.43 1.47 -0.75
H -3.68 1.40 3.41
H 1.63 -2.07 -1.52
H -5.15 -1.82 -1.99
H 1.42 -0.67 6.05
H 1.77 -3.23 -2.43
H 4.49 4.25 0.69
H -3.66 4.28 -0.63
H -1.95 -0.19 2.66
H -1.17 6.14 -2.04
H -1.76 1.24 -1.32
H -1.10 4.97 -0.67



three.
120
Properties=species:S:1:pos:R:3 method="wB97M-V/def2-TZVPD" homo_ev=-10.6 lumo_energy_ha=-0.0130
O -5.18 1.80 -1.25
O 0.31 1.18 -5.21
O 3.28 5.48 -1.10
O -1.68 -0.02 -3.14
O -2.66 1.49 -1.03
O 4.36 -1.06 -3.91
O 3.11 2.41 -2.27
O -4.04 0.00 0.74
O -1.24 -1.83 -0.48
O 1.59 3.24 2.46
O -1.66 -5.60 1.25
O -5.70 -2.23 1.48
O -4.37 0.23 -3.32
O 3.45 -0.32 -1.08
O -0.83 3.53 4.01
O -0.84 -4.74 -2.67
O 2.92 1.21 1.37
O 1.66 1.00 4.99
O -0.02 5.84 3.16
O -3.23 -2.82 -2.50
O -2.63 1.25 3.14
O 4.18 -3.96 0.39
O -2.35 -3.09 1.79
O -5.14 4.01 0.49
O 3.72 -1.52 1.91
O 5.80 -1.80 -2.10
O 3.88 3.53 0.92
O -0.66 3.13 -1.41
O 0.12 -1.90 -4.62
O 1.49 -1.96 -0.33
O -0.52 1.61 0.40
O -2.85 5.09 -1.13
O 0.46 0.54 -1.85
O 0.29 -3.04 1.41
O 1.82 4.29 -3.23
O 4.67 -3.82 3.20
O -0.15 -4.41 3.62
O -3.42 -4.47 -0.74
O 2.01 -1.45 4.24
O -0.64 -0.47 3.16
H 4.76 -4.13 1.11
H 3.10 4.80 -0.40
H -1.58 -5.71 2.21
H 4.27 -4.75 -0.06
H 1.19 -1.60 4.07
H 0.59 1.01 -6.08
H 0.81 -2.24 -1.06
H 0.06 -4.09 4.44
H -0.84 -2.08 -4.77
H -1.87 5.04 -1.40
H -5.82 -1.26 1.22
H 5.17 -0.86 -4.35
H -0.03 3.25 -0.58
H 3.44 2.64 0.60
H 2.71 0.78 0.62
H -5.75 1.88 -0.53
H -0.39 3.08 4.60
H 0.17 5.78 2.32
H -1.02 -5.82 0.66
H -4.54 4.59 0.07
H 2.28 3.87 2.07
H 3.26 2.98 -2.98
H -1.19 -3.92 -3.11
H -2.87 -5.22 -1.01
H 3.14 -1.43 1.23
H 3.19 -0.88 2.62
H -3.85 -0.73 1.36
H -0.01 0.81 0.13
H 0.38 -1.98 -5.58
H 6.22 -1.75 -1.43
H -1.84 -3.45 2.55
H 4.67 3.20 1.43
H -4.77 -2.44 1.57
H -3.19 2.20 -1.10
H -0.15 0.37 3.44
H 1.75 1.81 5.36
H 2.25 4.97 -2.65
H -1.45 2.81 3.72
H 2.12 2.22 -2.31
H -0.36 -3.14 0.78
H 0.39 0.34 -4.82
H -3.84 -2.15 -2.75
H 1.32 4.02 3.05
H -1.35 -1.29 -1.37
H 4.99 -1.33 -2.01
H -3.46 1.58 3.27
H 2.48 0.67 5.11
H -4.69 -0.17 -4.18
H 0.62 -2.17 1.24
H -4.94 0.80 -2.84
H 0.69 -4.20 3.12
H -3.17 0.12 0.29
H -1.60 0.68 -3.84
H -0.91 5.57 3.37
H 0.04 -4.93 -3.05
H 3.60 0.60 -1.46
H -4.83 3.18 0.17
H -0.34 2.49 -1.92
H -2.43 0.41 -2.70
H 4.51 -4.33 2.40
H -3.37 5.14 -1.95
H -2.28 0.70 3.89
H -0.54 1.90 1.38
H 4.15 -1.81 -3.45
H -3.37 -4.42 0.22
H 4.29 -2.83 2.93
H 0.90 4.28 -3.02
H -1.94 1.72 -0.42
H 2.39 -1.97 4.94
H -2.09 -2.48 -0.52
H 0.05 -1.20 3.03
H -1.87 -2.40 1.39
H -3.43 -3.00 -1.42
H 2.45 -2.22 -0.66
H 2.38 -0.37 -1.44
H 0.24 0.70 -2.82
H -4.46 1.05 -1.18
H -0.01 -0.09 -1.66
H 4.09 5.06 -1.57
H 2.00 1.41 1.69



four.
120
Properties=species:S:1:pos:R:3 method="wB97M-V/def2-TZVPD" homo_ev=-10.2 lumo_energy_ha=-0.0189
O 0.03 1.83 6.02
O 4.02 -1.29 4.50
O 1.76 0.02 5.07
O 0.26 -0.20 -6.10
O 5.31 1.51 -2.23
O -2.41 -5.03 -1.00
O 2.75 4.14 -4.22
O 2.73 3.25 3.75
O -1.05 -2.00 -4.67
O 2.58 -0.17 1.99
O -0.61 3.24 3.00
O 4.50 -1.51 -3.50
O 2.83 -1.39 -1.90
O -2.18 5.13 2.27
O -3.87 0.82 1.24
O -0.56 -0.14 1.08
O 0.86 -5.44 -3.89
O 0.62 -1.65 3.38
O 0.96 2.12 -0.27
O -5.27 0.10 2.93
O 3.50 -4.43 -2.74
O -2.65 0.52 -1.57
O 0.46 1.02 -3.41
O -2.09 0.70 3.08
O 2.13 -3.90 -0.26
O -4.11 -2.25 3.29
O 2.33 4.24 0.69
O -1.59 -2.50 -1.30
O -4.25 3.12 2.91
O 4.87 3.27 2.05
O -1.91 -2.59 2.21
O -0.68 -4.68 3.92
O -3.64 -1.95 -5.65
O 1.41 -1.56 0.34
O -2.51 1.10 -5.71
O 0.27 -6.20 0.01
O -2.76 3.62 -1.22
O -0.28 5.08 -1.50
O 3.03 2.80 -1.83
O -5.07 1.58 -0.83
H -3.02 0.95 2.81
H 0.63 1.12 -0.34
H 2.80 -3.93 -0.95
H 1.69 -2.56 0.79
H -2.11 -3.01 -0.70
H 1.57 -4.93 -3.84
H -2.48 3.51 -2.17
H -1.25 -2.77 -4.10
H 4.49 -2.14 4.51
H -2.91 -5.22 -0.17
H 0.10 0.16 -3.48
H -0.20 -1.71 -4.60
H 1.22 -0.12 5.86
H -2.60 5.53 1.68
H -1.76 -4.78 4.11
H -2.62 2.80 -0.85
H -2.05 -1.71 1.73
H -1.10 2.41 2.79
H -2.45 -0.26 -1.23
H -5.63 -0.24 3.73
H 3.01 -0.31 1.14
H 1.56 3.79 0.53
H 2.28 3.93 -3.51
H -1.36 -0.24 1.44
H 0.64 -1.56 2.47
H 2.57 -1.19 -0.93
H -2.46 0.82 -4.72
H -0.20 2.74 5.84
H 1.20 2.33 -1.19
H -4.88 3.14 3.67
H -2.01 0.68 3.97
H 2.62 -0.50 5.10
H 3.87 -3.57 -2.81
H -0.48 -3.78 3.64
H 4.72 3.02 2.92
H -4.22 -1.96 -4.89
H -3.22 -2.11 2.97
H -4.42 -3.02 2.85
H 3.58 2.04 -1.67
H 1.04 1.85 5.88
H 1.53 -4.56 -0.25
H -3.36 1.20 -6.02
H 5.84 1.09 -2.89
H 0.77 0.40 -6.49
H -0.54 4.41 -0.97
H 2.01 5.04 0.91
H 5.70 2.29 -2.11
H -1.40 -2.75 -2.28
H 1.01 -0.72 3.67
H 1.22 1.05 -3.95
H -0.25 3.08 3.93
H -2.74 -1.73 -5.45
H -5.57 1.48 -1.60
H -0.77 -0.01 -6.07
H 5.32 -1.21 -3.88
H 2.77 3.49 -1.40
H 2.78 2.24 3.62
H 0.12 0.18 1.55
H 2.52 -0.71 -2.30
H 0.41 -1.67 0.29
H -4.87 -0.60 2.56
H 3.71 -4.63 -3.53
H -0.37 -5.64 -0.45
H 3.49 3.51 -4.23
H -1.88 0.99 -1.87
H 4.52 -1.06 -2.67
H -3.02 0.92 0.93
H 2.48 3.53 2.84
H 0.10 -5.71 0.97
H 3.93 -1.20 3.56
H 3.24 -0.13 2.77
H -4.48 0.91 0.63
H -2.79 -5.81 -1.61
H -5.61 2.18 -0.26
H -0.27 4.78 -2.45
H 5.68 2.95 1.78
H -1.18 5.00 2.06
H -3.44 3.67 3.05
H -1.07 -2.31 2.92
H 0.49 -5.65 -3.05



If we sort the structures by their calculated energies, the order from most to least stable is two, three, four, one.